*one*
Entry from OMol25: an isolated ion of composition C3H6IN4O4 and charge +1 (ωB97M-V/def2-TZVPD).

Charge: +1
E_HOMO, eV: -13.5
HOMO-LUMO gap, eV: 7.78
Spin multiplicity: 1
SMILES string: CN/C(NI)=C(\[N+](=O)[O-])[N+](=O)O

Atoms and positions in Å:
C (-0.607, -0.751, 0.327)
C (0.481, 0.074, -0.007)
C (-0.153, 2.423, -0.223)
N (1.887, -0.923, 0.006)
N (-0.876, -1.981, -0.088)
N (-1.712, -0.072, 1.089)
N (0.753, 1.288, -0.150)
O (-0.110, -2.484, -1.091)
O (-1.670, -2.735, 0.355)
O (-1.468, 0.772, 1.874)
O (-2.787, -0.443, 0.725)
I (3.707, -0.036, 0.124)
H (0.172, 2.836, -1.141)
H (-1.131, 2.177, -0.053)
H (0.221, 3.013, 0.492)
H (1.883, -1.264, -0.956)
H (-0.292, -3.513, -1.065)
H (1.701, 1.620, -0.218)

*two*
Entry from OMol25: an isolated ion of composition C3H6IN4O4 and charge +1 (ωB97M-V/def2-TZVPD).

Charge: +1
E_HOMO (spin up / spin down), eV: -13.9 / -13.9
HOMO-LUMO gap (spin up / spin down), eV: 8.67 / 8.67
Spin multiplicity: 1
SMILES string: CN/C(NI)=C(/[N+](=O)[O-])[N+](=O)O

Atoms and positions in Å:
C (-0.261, 0.400, 1.783)
C (-0.615, -0.740, 0.869)
C (0.763, 0.155, -1.048)
N (-1.480, -1.690, 1.282)
N (-0.430, 1.694, 1.472)
N (-0.116, 0.041, 3.206)
N (-0.035, -0.796, -0.315)
O (-0.968, 1.945, 0.267)
O (-0.033, 2.594, 2.113)
O (-0.322, -1.159, 3.454)
O (0.073, 0.926, 4.017)
I (-1.878, -3.536, 0.415)
H (1.506, 0.710, -0.637)
H (1.294, -0.340, -1.979)
H (0.106, 0.929, -1.648)
H (-1.335, -1.679, 2.283)
H (-0.927, 2.903, 0.101)
H (-0.039, -1.761, -0.676)

Most favorable structure: *two*. The second most favorable one is 35.6 kcal/mol above it.

*one*
Entry from OMol25: a 2-piece molecular cluster, C4H14N2 overall (ωB97M-V/def2-TZVPD).

E_HOMO, eV: -8.9
HOMO-LUMO gap, eV: 9.90
Spin multiplicity: 1
SMILES string: CCCN.CN

Atoms and positions in Å:
C (0.773, 1.037, -1.427)
C (-0.741, 0.554, -0.911)
C (-1.309, 1.484, 0.156)
N (1.781, 1.091, -0.418)
H (1.877, 0.180, 0.051)
H (1.521, 1.757, 0.302)
H (1.068, 0.329, -2.203)
H (0.639, 2.033, -1.856)
H (-0.963, -0.488, -0.682)
H (-1.323, 0.687, -1.826)
H (-2.373, 1.319, 0.292)
H (-1.159, 2.529, -0.117)
H (-0.814, 1.325, 1.115)
C (0.548, -1.545, 1.129)
N (-0.583, -2.431, 0.888)
H (-0.325, -3.146, 0.216)
H (-0.886, -2.888, 1.749)
H (0.258, -0.804, 1.873)
H (1.425, -2.063, 1.549)
H (0.587, -0.961, 0.121)

*two*
Entry from OMol25: a 2-piece molecular cluster, C4H14N2 overall (ωB97M-V/def2-TZVPD).

E_HOMO, eV: -9.1
HOMO-LUMO gap, eV: 10.16
Spin multiplicity: 1
SMILES string: CCN.CCN

Atoms and positions in Å:
C (1.317, 2.289, 0.635)
C (1.511, 1.138, -0.342)
N (1.525, 1.573, -1.750)
H (0.615, 3.071, 0.304)
H (0.839, 1.948, 1.548)
H (2.243, 2.849, 0.788)
H (2.491, 0.650, -0.172)
H (0.846, 0.293, -0.224)
H (0.601, 1.812, -2.083)
H (2.117, 2.386, -1.841)
C (-2.096, -1.190, -0.450)
C (-1.267, -1.258, 0.815)
N (-0.890, -2.629, 1.189)
H (-1.660, -1.711, -1.297)
H (-3.090, -1.603, -0.274)
H (-2.354, -0.124, -0.630)
H (-0.288, -0.855, 0.551)
H (-1.751, -0.736, 1.642)
H (-1.600, -3.301, 0.924)
H (-0.014, -2.940, 0.796)

*three*
Entry from OMol25: a 2-piece molecular cluster, C4H14N2 overall (ωB97M-V/def2-TZVPD).

E_HOMO, eV: -9.5
HOMO-LUMO gap, eV: 10.59
Spin multiplicity: 1
SMILES string: CCC.NCN

Atoms and positions in Å:
C (2.950, -2.316, -0.575)
C (4.198, -1.551, -1.061)
C (4.619, -0.414, -0.148)
H (2.753, -2.174, 0.496)
H (3.026, -3.394, -0.698)
H (2.067, -1.938, -1.086)
H (3.984, -1.185, -2.065)
H (4.990, -2.274, -1.251)
H (5.337, 0.243, -0.650)
H (3.740, 0.201, 0.075)
H (5.127, -0.782, 0.739)
N (-5.671, 2.490, 1.396)
C (-4.456, 1.790, 1.078)
N (-4.455, 1.141, -0.262)
H (-6.471, 1.884, 1.233)
H (-5.805, 3.227, 0.707)
H (-3.647, 2.507, 1.144)
H (-4.281, 1.020, 1.831)
H (-3.629, 1.381, -0.798)
H (-4.377, 0.142, -0.106)

Most favorable structure: *three*. The second most favorable one is 8.0 kcal/mol above it.

*one*
Entry from OMol25: a 2-piece molecular cluster, C4H14N2 overall (ωB97M-V/def2-TZVPD).

E_HOMO, eV: -8.6
HOMO-LUMO gap, eV: 9.77
Spin multiplicity: 1
SMILES string: CCN.CNC

Atoms and positions in Å:
C (0.759, 0.783, -4.237)
C (0.346, 1.502, -5.522)
N (1.386, 1.541, -6.558)
H (-0.112, 0.420, -3.683)
H (1.369, -0.096, -4.466)
H (1.336, 1.430, -3.578)
H (-0.516, 1.015, -5.968)
H (0.129, 2.536, -5.247)
H (2.312, 1.615, -6.154)
H (1.362, 0.698, -7.122)
C (-1.417, -2.040, 5.917)
N (-0.230, -1.344, 5.443)
C (-0.442, -0.111, 4.688)
H (-2.314, -1.698, 5.386)
H (-1.347, -3.109, 5.733)
H (-1.552, -1.885, 6.986)
H (0.390, -1.946, 4.918)
H (-0.183, 0.757, 5.294)
H (-1.478, 0.064, 4.361)
H (0.202, -0.132, 3.808)

*two*
Entry from OMol25: a 2-piece molecular cluster, C4H14N2 overall (ωB97M-V/def2-TZVPD).

E_HOMO, eV: -9.0
HOMO-LUMO gap, eV: 9.98
Spin multiplicity: 1
SMILES string: CCN.CNC

Atoms and positions in Å:
C (2.463, 1.415, -0.194)
C (1.731, 0.086, -0.124)
N (2.539, -0.939, -0.827)
H (3.362, 1.383, 0.432)
H (1.874, 2.293, 0.065)
H (2.825, 1.546, -1.220)
H (0.741, 0.140, -0.568)
H (1.619, -0.224, 0.921)
H (1.968, -1.774, -0.953)
H (3.259, -1.276, -0.191)
C (-1.762, -1.382, 0.126)
N (-2.876, -0.510, 0.558)
C (-2.502, 0.883, 0.484)
H (-1.602, -1.343, -0.950)
H (-1.981, -2.410, 0.416)
H (-0.883, -1.068, 0.678)
H (-3.620, -0.685, -0.110)
H (-2.143, 1.210, -0.498)
H (-3.317, 1.553, 0.767)
H (-1.696, 1.104, 1.189)

Most favorable structure: *two*. The second most favorable one is 4.3 kcal/mol above it.

*one*
Entry from OMol25: CH3O3 as an isolated structure (ωB97M-V/def2-TZVPD).

Charge: +1
E_HOMO, eV: -18.0
HOMO-LUMO gap, eV: 12.26
Spin multiplicity: 1

Atoms and positions in Å:
C (1.160, 0.053, -0.297)
O (-1.116, -0.447, -0.314)
O (1.485, -1.020, -0.399)
O (-0.370, 0.268, 0.656)
H (1.214, 1.123, -0.532)
H (-1.723, 0.338, -0.510)
H (-0.649, -0.314, 1.396)

*two*
Entry from OMol25: an isolated ion of composition CH3O3 and charge +1 (ωB97M-V/def2-TZVPD).

Charge: +1
E_HOMO (spin up / spin down), eV: -18.7 / -18.7
HOMO-LUMO gap (spin up / spin down), eV: 7.86 / 7.84
Spin multiplicity: 1

Atoms and positions in Å:
C (-0.855, -0.001, 0.011)
O (2.655, 0.201, -0.116)
O (0.334, 0.479, -0.369)
O (1.358, -0.042, 0.264)
H (-1.058, 0.096, 1.105)
H (-0.821, -1.105, -0.197)
H (-1.613, 0.372, -0.699)

Most favorable structure: *one*. The second most favorable one is 128.1 kcal/mol above it.

*one*
Entry from OMol25: an isolated ion of composition C5H12N2O and charge -1 (ωB97M-V/def2-TZVPD).

Expectation value of S²: 0.751
Charge: -1
E_HOMO (spin up / spin down), eV: 1.1 / -5.6
HOMO-LUMO gap (spin up / spin down), eV: 3.00 / 9.48
Spin multiplicity: 2

Atoms and positions in Å:
N (-1.021, -1.546, 1.089)
C (-0.387, -0.153, 1.315)
C (0.706, 0.418, 0.361)
C (1.321, -0.536, -0.619)
C (2.105, 0.354, -1.592)
C (-1.634, 0.776, 0.963)
N (-2.684, 0.398, 0.178)
O (-1.619, 1.867, 1.442)
H (-0.450, -2.292, 1.268)
H (-1.086, -1.746, 0.114)
H (-0.158, -0.105, 2.369)
H (0.351, 1.339, -0.321)
H (1.371, 1.068, 1.073)
H (2.027, -1.306, -0.271)
H (0.530, -1.037, -1.455)
H (2.344, 1.330, -1.132)
H (2.957, -0.188, -2.162)
H (1.598, 0.755, -2.488)
H (-3.596, 0.924, 0.308)
H (-2.676, -0.322, -0.442)

*two*
Entry from OMol25: a 2-piece molecular cluster, C5H12N2O overall (ωB97M-V/def2-TZVPD).

Expectation value of S²: 0.753
Charge: -1
E_HOMO (spin up / spin down), eV: 0.1 / -3.8
HOMO-LUMO gap (spin up / spin down), eV: 3.73 / 7.63
Spin multiplicity: 2

Atoms and positions in Å:
C (-1.191, -1.870, 1.235)
C (0.279, -1.633, 1.565)
C (1.840, -0.164, 0.610)
N (0.640, -0.269, 1.204)
H (-1.537, -2.908, 1.316)
H (-1.876, -1.253, 1.817)
H (-1.285, -1.606, 0.177)
H (0.912, -2.335, 1.002)
H (0.529, -1.736, 2.634)
H (2.292, -1.022, 0.085)
H (2.243, 0.800, 0.317)
C (0.329, 2.318, -0.428)
N (-0.583, 1.422, -0.839)
C (-0.758, 1.105, -2.236)
O (0.949, 3.080, -1.153)
H (0.485, 2.293, 0.657)
H (-0.776, 0.695, -0.162)
H (-1.045, 2.007, -2.779)
H (-1.584, 0.402, -2.333)
H (0.136, 0.675, -2.691)

Most favorable structure: *two*. The second most favorable one is 36.9 kcal/mol above it.

*one*
Entry from OMol25: a single C2H4N2S2 molecule (ωB97M-V/def2-TZVPD).

E_HOMO, eV: -8.4
HOMO-LUMO gap, eV: 8.77
Spin multiplicity: 1
SMILES string: C=NS/C=N\S

Atoms and positions in Å:
C (-1.019, 1.425, 0.069)
C (1.931, -1.082, -0.001)
H (-1.323, -1.105, -0.011)
H (-1.030, 2.580, 0.137)
H (2.825, -0.351, 0.211)
H (1.960, -2.142, -0.055)
N (-2.191, 0.962, -0.082)
N (0.728, -0.626, -0.092)
S (-2.579, -0.710, -0.057)
S (0.698, 1.047, -0.119)

*two*
Entry from OMol25: a single C2H4N2S2 molecule (ωB97M-V/def2-TZVPD).

E_HOMO, eV: -9.1
HOMO-LUMO gap, eV: 7.65
Spin multiplicity: 1
SMILES string: N/C(C=S)=N\S

Atoms and positions in Å:
C (0.040, -0.119, 0.348)
C (1.227, -0.873, 0.267)
H (-0.816, 1.700, -0.006)
H (0.783, 1.691, 0.174)
H (1.148, -1.913, 0.314)
H (-3.371, -0.851, -0.443)
N (0.039, 1.253, 0.479)
N (-0.989, -0.814, 0.342)
S (2.569, 0.068, -0.314)
S (-2.487, 0.073, -0.278)

*three*
Entry from OMol25: a single C2H4N2S2 molecule (ωB97M-V/def2-TZVPD).

E_HOMO (spin up / spin down), eV: -7.2 / -7.2
HOMO-LUMO gap (spin up / spin down), eV: 6.35 / 6.35
Spin multiplicity: 1

Atoms and positions in Å:
C (0.238, -0.945, -0.138)
C (0.484, 1.344, -0.152)
N (0.826, 0.144, -0.513)
N (-1.028, -0.965, 0.323)
S (-3.735, -0.040, -0.344)
S (-2.026, 0.444, 0.435)
H (0.739, -1.888, -0.302)
H (0.183, 1.584, 0.858)
H (0.751, 2.159, -0.804)
H (-1.538, -1.842, 0.282)

Most favorable structure: *three*. The second most favorable one is 9.6 kcal/mol above it.